{"formula": "C38H82N6O11", "method": "ωB97M-V/def2-TZVPD", "smiles": "CN(C)C=O.CN(C)C=O.CN(C)C=O.CN(C)C=O.CN(C)C=O.CN(C)C=O.C1CCOC1.C1CCOC1.C1CCOC1.C1CCOC1.C1CCOC1", "e_homo_ev": -8.3, "homo_lumo_gap_ev": 8.42, "e_above_lowest_kj_mol": 559.5, "lumo_energy_ev": 0.124, "charge": 0, "symbols": ["C", "N", "C", "C", "O", "H", "H", "H", "H", "H", "H", "H", "C", "N", "C", "C", "O", "H", "H", "H", "H", "H", "H", "H", "C", "N", "C", "C", "O", "H", "H", "H", "H", "H", "H", "H", "C", "N", "C", "C", "O", "H", "H", "H", "H", "H", "H", "H", "C", "N", "C", "C", "O", "H", "H", "H", "H", "H", "H", "H", "C", "N", "C", "C", "O", "H", "H", "H", "H", "H", "H", "H", "C", "C", "C", "O", "C", "H", "H", "H", "H", "H", "H", "H", "H", "C", "C", "C", "O", "C", "H", "H", "H", "H", "H", "H", "H", "H", "C", "C", "C", "O", "C", "H", "H", "H", "H", "H", "H", "H", "H", "C", "C", "C", "O", "C", "H", "H", "H", "H", "H", "H", "H", "H", "C", "C", "C", "O", "C", "H", "H", "H", "H", "H", "H", "H", "H"], "coordinates": [[1.6087, -0.2562, -4.4149], [2.7967, -1.1502, -4.4438], [3.1167, -1.7588, -3.1804], [3.4832, -1.2141, -5.5762], [4.6032, -1.6843, -5.6021], [0.8725, -0.7240, -3.7612], [1.1823, -0.0982, -5.4055], [1.8153, 0.6189, -3.7988], [3.2626, -0.9644, -2.4485], [2.3403, -2.4766, -2.9157], [3.9948, -2.3637, -3.4067], [3.0405, -0.6941, -6.4398], [-3.9545, -7.1164, 0.6049], [-3.5200, -5.7076, 0.4978], [-2.0791, -5.5068, 0.4089], [-4.3587, -4.7487, 0.1150], [-3.9752, -3.6766, -0.3406], [-3.7103, -7.4298, 1.6199], [-3.4049, -7.8036, -0.0384], [-5.0261, -7.2949, 0.5155], [-1.6185, -5.5244, 1.3967], [-1.6513, -6.1873, -0.3273], [-1.8122, -4.5326, -0.0008], [-5.4223, -5.0314, 0.0813], [-3.0394, -2.1803, -3.4327], [-3.2518, -1.0310, -4.2682], [-4.2907, -1.1035, -5.3145], [-2.5699, 0.1481, -4.2336], [-1.6879, 0.2114, -3.3328], [-3.8729, -2.6268, -2.8904], [-2.3560, -1.9237, -2.6232], [-2.5033, -2.9775, -3.9477], [-5.2772, -1.4488, -5.0049], [-4.4404, -0.2818, -6.0148], [-3.9089, -1.8191, -6.0427], [-2.9139, 0.9180, -4.9415], [-4.8222, -1.2110, 0.8630], [-5.6677, -0.3028, 1.7247], [-4.9271, 0.5362, 2.7507], [-7.0087, -0.2323, 1.4639], [-7.8186, 0.5011, 1.9558], [-3.9882, -0.5650, 0.5886], [-5.3917, -1.4009, -0.0468], [-4.4132, -2.1187, 1.3068], [-4.3123, -0.1297, 3.3562], [-4.2835, 1.2959, 2.3071], [-5.5292, 1.1226, 3.4447], [-7.2845, -0.9133, 0.6439], [-0.6337, -1.5637, 0.0545], [0.2471, -0.4606, 0.1703], [-0.3523, 0.7232, 0.8176], [1.5061, -0.4942, -0.3076], [2.3563, 0.3670, -0.3424], [-1.2318, -1.6794, -0.8495], [-1.3792, -1.3294, 0.8144], [-0.2460, -2.5310, 0.3740], [-1.2591, 1.1164, 0.3579], [-0.3941, 0.5733, 1.8965], [0.2009, 1.6617, 0.7806], [1.7306, -1.5376, -0.5778], [5.3509, 1.1568, -1.2483], [6.0620, 0.9362, -2.5663], [6.6904, -0.4048, -2.5905], [6.1274, 1.8340, -3.5836], [6.7452, 1.7218, -4.6308], [5.3927, 2.2021, -0.9421], [5.8158, 0.5732, -0.4537], [4.2926, 0.8969, -1.2239], [5.9347, -1.1864, -2.5126], [7.1569, -0.6705, -3.5391], [7.3350, -0.5009, -1.7168], [5.4928, 2.6863, -3.2955], [1.9725, -4.2590, 0.9657], [3.3119, -4.2988, 0.1439], [3.7195, -5.7071, 0.3471], [2.5034, -6.4711, 0.7384], [1.6849, -5.6605, 1.5822], [1.1753, -3.9350, 0.2966], [2.1094, -3.4987, 1.7347], [4.0433, -3.5565, 0.4632], [3.2563, -4.2576, -0.9439], [4.4404, -5.9862, 1.1156], [4.1407, -6.1109, -0.5736], [2.0383, -5.8410, 2.5974], [0.6068, -5.7867, 1.4835], [1.8882, 4.7313, -1.7042], [2.9297, 5.8894, -1.8098], [4.1060, 5.1134, -2.4207], [3.9834, 3.8212, -1.9760], [2.7076, 3.5087, -1.3312], [1.3954, 4.7256, -2.6764], [1.2107, 5.0902, -0.9294], [3.2184, 6.1748, -0.7982], [2.5155, 6.7038, -2.4042], [5.0508, 5.4950, -2.0337], [4.1135, 5.0752, -3.5100], [2.7724, 3.3737, -0.2515], [2.0483, 2.7062, -1.6617], [-2.9295, 5.7972, 1.0411], [-3.6232, 4.7229, 0.2253], [-2.5007, 3.7723, -0.0612], [-1.4142, 4.6488, -0.4079], [-1.5325, 5.8922, 0.3519], [-2.7104, 5.3969, 2.0310], [-3.5846, 6.6642, 1.1257], [-3.9280, 5.0493, -0.7691], [-4.4024, 4.3392, 0.8839], [-2.5510, 2.8748, -0.6778], [-2.3491, 3.2534, 0.8853], [-1.5030, 6.8071, -0.2400], [-0.7630, 6.0804, 1.1006], [0.3527, -2.8344, 4.9956], [-0.8246, -2.9502, 3.9503], [-1.1851, -1.4970, 3.9644], [0.0771, -0.8079, 3.9419], [1.1142, -1.6031, 4.5290], [0.8735, -3.7885, 4.9143], [-0.1447, -2.7092, 5.9574], [-1.5842, -3.6353, 4.3266], [-0.4319, -3.3508, 3.0157], [-1.7937, -1.1079, 4.7806], [-1.7881, -1.1033, 3.1461], [1.5512, -1.0743, 5.3760], [1.7801, -1.8984, 3.7182], [0.9000, 5.1780, 5.0235], [1.2089, 4.8023, 3.5874], [-0.1063, 4.0926, 3.1818], [-1.0805, 4.8504, 3.9069], [-0.6234, 5.3682, 5.1372], [1.3983, 6.0215, 5.5012], [1.3010, 4.3064, 5.5408], [2.0215, 4.0825, 3.4892], [1.2529, 5.6121, 2.8591], [-0.2699, 3.0524, 3.4635], [-0.2124, 4.1125, 2.0971], [-1.0357, 4.8933, 6.0275], [-0.8676, 6.4180, 5.2997]], "forces_ev_per_a": [[0.306, -1.235, 1.314], [-3.384, 1.632, -0.050], [0.731, -0.418, -1.206], [1.954, 0.159, 0.480], [0.336, -0.672, -0.837], [-0.457, -0.388, -0.412], [0.229, 0.302, 0.221], [0.314, 0.632, -0.702], [0.171, -0.347, 0.322], [-0.319, 0.243, 0.306], [0.363, 0.245, 0.573], [-0.228, -0.152, 0.066], [0.390, 0.220, 1.403], [0.168, -1.534, -0.198], [0.081, 0.630, -0.335], [0.180, 0.744, -1.732], [-0.389, -0.012, 0.441], [0.026, -0.233, 0.123], [-0.021, 0.382, -0.409], [0.043, 0.532, -0.353], [0.069, -0.573, -0.048], [0.136, -0.479, 0.467], [-0.619, 0.195, 0.079], [0.044, -0.063, 0.372], [1.386, -0.257, 0.932], [-2.516, 1.833, -2.174], [0.550, -1.653, -0.954], [2.006, -2.407, 4.325], [-1.186, 1.514, -2.427], [-0.626, 0.440, -0.565], [-0.015, 0.417, -0.182], [-0.199, -0.102, -0.442], [0.167, 0.073, 0.471], [0.345, 0.871, 0.936], [-0.286, -0.688, -0.035], [0.376, -0.086, 0.208], [-0.502, 2.097, 0.537], [0.914, -0.187, 0.650], [-0.592, -0.667, -0.605], [1.179, -0.111, -0.471], [-0.509, 0.647, 0.795], [0.307, -0.256, -0.293], [0.184, -0.371, 0.185], [-0.499, 0.170, 0.274], [0.061, -0.060, -0.077], [0.150, -0.254, -0.544], [-0.718, -0.504, -0.317], [0.015, -0.240, -0.004], [-1.648, -0.691, 1.168], [0.280, 2.235, -0.143], [0.766, 1.008, 0.131], [-0.051, -1.029, 0.456], [-0.349, 0.503, 0.089], [0.478, 0.266, -0.437], [-0.335, -0.423, 0.067], [0.447, 0.139, -0.258], [-0.497, -1.000, 0.030], [-0.640, -0.420, -0.004], [1.107, -0.434, -0.546], [0.169, -0.129, -0.443], [0.231, 0.699, -0.843], [-0.034, -1.615, 1.416], [-0.590, 0.243, -0.450], [-0.254, -0.119, 0.497], [-0.287, -0.089, 0.554], [0.185, 0.003, -0.248], [0.324, -0.099, -0.284], [0.102, -0.213, -0.506], [-0.379, 0.119, 0.306], [0.391, 0.691, 0.120], [0.347, -0.034, -0.267], [0.190, 0.295, -0.380], [0.543, 1.223, 0.226], [-0.569, -0.239, 0.451], [-0.145, -2.521, 1.003], [0.145, -0.369, -1.098], [1.771, 1.336, -1.671], [-0.130, -0.184, 0.220], [-0.340, 0.164, 0.085], [-0.074, -0.099, 0.142], [-0.812, 0.811, 0.073], [0.227, 0.722, 0.299], [-0.434, -0.474, 0.020], [-0.282, 0.531, 0.310], [0.190, -0.935, -0.049], [0.347, 2.448, 0.798], [-0.072, -1.408, -0.239], [-0.291, 1.523, -0.061], [-0.693, -3.502, 1.345], [-1.008, 1.977, -0.784], [-0.213, -0.715, 0.141], [-0.531, -0.646, -0.155], [-0.082, 0.440, -0.067], [0.371, 0.144, 0.180], [0.201, 0.137, -0.321], [-0.002, 0.483, -0.206], [0.596, 0.181, 0.054], [1.263, -0.902, -0.693], [0.891, -0.537, -0.267], [-0.335, -0.349, -0.406], [0.681, -0.204, 1.715], [0.428, 0.494, 0.405], [-1.555, 0.377, 0.200], [-0.437, 0.063, 0.228], [0.589, 0.331, -0.082], [-0.762, 0.501, 0.298], [-0.376, -0.381, -0.699], [-0.332, 0.829, -1.196], [0.793, 0.125, 0.765], [0.101, -0.449, -0.939], [0.305, -0.793, 0.041], [-0.891, -1.368, -0.984], [0.657, 0.051, 1.596], [-0.188, 1.289, -1.061], [-0.285, 0.719, -0.190], [-1.508, -0.847, -0.007], [0.487, 0.209, 0.596], [0.454, -0.023, 0.201], [-0.125, 0.145, -0.046], [-0.141, 0.412, -0.282], [0.201, -0.711, 0.875], [0.352, -0.268, -0.723], [0.394, 0.084, -0.373], [0.560, 0.320, 0.292], [0.801, -0.149, 1.004], [-1.119, -0.682, -0.788], [0.242, 0.402, 1.156], [-1.927, 0.305, -0.942], [1.579, -0.464, -0.267], [0.329, 0.146, -0.541], [-0.555, -0.079, 0.669], [0.327, 0.477, -0.029], [0.585, 0.232, 0.269], [0.684, -0.288, 0.284], [-0.615, 0.485, 0.016], [-0.160, -0.664, -0.182], [-0.172, 0.195, -0.744]], "mulliken_charge": [-0.80, 0.18, -0.63, 0.13, -0.59, 0.18, 0.38, 0.17, -0.07, 0.34, 0.34, 0.30, -0.92, 0.22, -0.89, -0.02, -0.43, 0.34, 0.30, 0.33, 0.33, 0.46, -0.01, 0.35, -0.22, 0.29, -1.02, 0.04, -0.56, 0.40, -0.66, 0.31, 0.30, 0.31, 0.40, 0.32, -0.70, 0.14, -0.83, 0.14, -0.56, 0.10, 0.35, 0.13, 0.28, 0.23, 0.34, 0.32, 1.47, 0.97, -0.90, 0.36, -0.79, -0.62, -0.33, -0.84, 0.43, 0.06, 0.12, 0.08, -1.14, 0.16, -0.91, 0.34, -0.63, 0.37, 0.28, 0.52, 0.19, 0.34, 0.40, 0.15, 0.92, -0.29, -0.57, -0.48, -0.04, -0.49, -0.23, 0.35, -0.07, 0.27, 0.32, 0.27, -0.02, -0.09, -0.82, -0.60, -0.18, -0.04, 0.34, -0.18, 0.30, 0.39, 0.33, 0.33, 0.23, 0.02, -0.39, -0.69, -0.19, -0.30, -0.35, 0.02, 0.43, 0.28, 0.37, 0.62, -0.20, 0.38, 0.13, -0.75, 0.00, 0.34, -0.39, -0.36, 0.42, 0.32, 0.42, -0.16, 0.33, -0.54, 0.28, 0.16, -0.66, -0.57, 0.47, -0.39, -0.48, 0.39, 0.25, 0.36, 0.27, 0.08, -0.36, 0.24, 0.34]}